Density functional theory data (ωB97M-V/def2-TZVPD) for a molecular structure, C29H42GaO12.

Geometry (Å):
C -0.766 3.011 -1.840
C -1.257 2.474 -3.067
C -1.868 1.638 -4.372
Ga -2.049 -0.372 -3.815
C -0.768 -1.573 -4.982
C 0.081 -2.074 -6.015
H -0.596 3.175 -0.670
H -1.064 1.802 -5.236
H -2.923 2.056 -4.722
H -3.571 -0.870 -4.003
H -1.551 -0.494 -2.270
H 0.888 -2.217 -6.882
O -0.419 4.387 1.874
C -0.466 3.258 2.332
O -0.348 2.120 1.587
C -0.560 0.986 2.427
C -0.274 1.468 3.825
C -0.704 2.912 3.771
H -1.595 0.650 2.307
H 0.113 0.176 2.130
H -0.788 0.887 4.595
H 0.804 1.413 4.024
H -1.768 3.029 3.995
H -0.098 3.537 4.432
O 2.034 -0.600 3.771
C 1.606 -1.722 3.553
O 0.467 -1.987 2.848
C 0.211 -3.390 2.882
C 1.541 -4.030 3.183
C 2.216 -2.997 4.050
H -0.532 -3.591 3.661
H -0.189 -3.716 1.918
H 1.450 -5.009 3.660
H 2.110 -4.157 2.254
H 1.964 -3.125 5.107
H 3.299 -2.998 3.907
O -3.411 2.607 5.156
C -4.178 3.555 5.128
O -5.389 3.584 5.758
C -6.061 4.797 5.424
C -4.976 5.749 4.996
C -3.957 4.829 4.371
H -6.775 4.590 4.619
H -6.608 5.167 6.296
H -5.331 6.532 4.321
H -4.539 6.235 5.877
H -4.163 4.655 3.311
H -2.940 5.201 4.512
O -1.092 -7.009 -1.369
C -1.198 -6.403 -2.422
O -1.782 -5.175 -2.547
C -1.830 -4.818 -3.928
C -0.759 -5.644 -4.590
C -0.755 -6.905 -3.763
H -2.829 -5.047 -4.313
H -1.645 -3.746 -4.038
H -0.945 -5.818 -5.653
H 0.211 -5.140 -4.494
H -1.483 -7.634 -4.129
H 0.242 -7.347 -3.709
O -1.985 6.637 -7.388
C -1.005 6.284 -6.753
O 0.269 6.708 -7.005
C 1.172 6.013 -6.146
C 0.335 5.543 -4.985
C -1.009 5.298 -5.625
H 1.614 5.181 -6.704
H 1.970 6.689 -5.826
H 0.748 4.663 -4.485
H 0.247 6.345 -4.243
H -1.086 4.287 -6.034
H -1.827 5.498 -4.929
O 4.515 -4.583 3.750
C 5.495 -4.322 3.072
O 6.626 -3.727 3.551
C 7.518 -3.474 2.466
C 7.107 -4.435 1.382
C 5.620 -4.560 1.597
H 7.408 -2.429 2.160
H 8.550 -3.642 2.791
H 7.377 -4.093 0.379
H 7.585 -5.408 1.547
H 5.065 -3.786 1.062
H 5.258 -5.555 1.327

Force components x, y, z for each atom (eV/Å):
-3.9 -4.1 -7.7
2.4 2.6 7.9
1.4 2.3 0.2
0.2 -0.1 0.7
6.6 -3.5 -8.3
-4.6 3.8 5.9
-0.4 -0.4 -3.3
-1.8 -0.3 1.7
2.4 -0.5 0.9
0.3 0.0 -0.2
-0.1 -0.1 -0.5
-2.3 0.2 2.5
0.1 -1.6 0.0
-0.1 1.3 -0.7
0.0 1.3 0.1
0.0 -1.0 0.0
0.3 -0.3 0.8
0.2 -0.1 0.2
0.1 0.1 0.0
-0.2 0.4 -0.1
0.0 0.0 -0.2
-0.3 -0.1 -0.1
0.3 0.1 0.0
-0.3 0.2 -0.2
-0.9 -1.4 -0.7
0.5 1.5 0.7
0.6 0.6 0.3
-0.6 -0.6 -0.3
0.3 -0.8 -0.1
0.2 -0.1 -0.3
0.0 0.1 0.0
-0.1 0.3 0.2
0.0 0.1 -0.1
-0.1 0.0 0.2
0.1 0.1 0.0
-0.5 0.3 0.4
-1.8 1.2 0.5
1.1 -1.7 -0.2
0.7 -0.4 -0.1
-0.7 0.3 0.1
0.0 0.9 -0.1
0.2 0.5 0.1
0.1 0.0 0.1
0.1 -0.3 -0.1
0.0 -0.1 0.1
-0.1 0.0 -0.1
0.2 -0.1 0.0
-0.1 -0.3 -0.3
-0.2 1.2 -1.1
-0.3 -0.6 1.6
0.5 -1.1 0.7
-0.3 0.8 -0.6
0.4 0.1 -0.7
0.4 0.1 -0.4
0.0 0.0 0.1
-0.1 -0.2 0.2
0.0 0.1 0.1
-0.2 0.0 -0.1
0.1 -0.1 0.1
-0.3 -0.2 0.2
1.8 -0.1 0.6
-1.7 0.2 -1.1
-0.8 0.2 -0.3
0.7 -0.1 0.2
0.3 -0.3 0.8
0.1 0.1 0.5
0.0 0.1 0.0
-0.1 0.0 -0.3
-0.1 0.2 0.0
0.1 -0.2 -0.1
-0.2 0.1 0.1
0.0 -0.3 -0.4
2.1 0.2 -0.6
-1.6 -0.2 1.1
-0.8 -0.4 0.2
0.7 0.4 -0.2
0.5 -0.3 -0.8
0.2 -0.3 -0.3
0.0 -0.1 0.0
-0.3 0.1 0.2
0.0 0.0 0.2
0.0 0.2 0.0
-0.1 -0.1 0.1
-0.3 0.3 0.1

**HOMO level**: -5.0397 eV
**Multiplicity**: 1
**E_LUMO**: 1.893 eV
**Total energy**: -107693.7847 eV
**Charge**: -1

Density functional theory data (ωB97M-V/def2-TZVPD) for a molecular structure, C29H42GeN5O5Sc.

Geometry (Å):
Sc 0.002 -0.509 0.279
C 0.357 -4.211 2.107
C 0.332 -3.929 0.614
C -1.017 -4.249 -0.013
C 1.416 -4.720 -0.104
O 0.587 -2.483 0.423
Ge 2.438 -1.772 0.434
O 1.545 -0.326 1.557
C 2.119 0.044 2.864
C 3.581 -0.366 2.922
C 2.002 1.555 2.978
C 1.318 -0.680 3.934
O 1.639 -0.639 -0.958
C 1.947 -0.995 -2.376
C 3.092 -1.993 -2.402
C 2.376 0.276 -3.090
C 0.693 -1.603 -2.981
H 0.086 -5.249 2.301
H -0.348 -3.574 2.644
H 1.354 -4.050 2.524
H -1.148 -5.329 -0.067
H -1.072 -3.857 -1.030
H -1.846 -3.855 0.569
H 1.245 -5.786 0.046
H 2.415 -4.511 0.285
H 1.394 -4.533 -1.177
H 4.145 0.046 2.083
H 3.710 -1.450 2.951
H 4.023 0.029 3.837
H 2.625 2.049 2.232
H 2.326 1.886 3.965
H 0.969 1.876 2.835
H 1.348 -1.759 3.777
H 0.272 -0.361 3.935
H 1.725 -0.475 4.924
H 3.998 -1.584 -1.951
H 3.331 -2.232 -3.438
H 2.835 -2.940 -1.920
H 3.157 0.788 -2.530
H 1.543 0.956 -3.244
H 2.780 0.022 -4.070
H 0.423 -2.538 -2.486
H 0.858 -1.818 -4.037
H -0.148 -0.906 -2.926
O 0.717 5.287 -5.451
C 1.257 4.811 -4.327
O 2.346 5.139 -3.962
C 0.493 3.752 -3.560
C 0.881 3.564 -2.234
C 0.298 2.568 -1.476
C -0.688 1.758 -2.037
C -1.073 1.925 -3.363
C -0.476 2.926 -4.119
N -1.233 0.744 -1.196
C -2.451 0.373 -1.315
C -3.023 -0.589 -0.366
C -4.340 -0.998 -0.471
C -4.861 -1.833 0.517
C -4.046 -2.213 1.566
C -2.722 -1.785 1.579
N -2.208 -0.996 0.635
H -0.189 4.994 -5.593
H 1.673 4.186 -1.837
H 0.642 2.392 -0.458
H -1.784 1.257 -3.831
H -0.749 3.016 -5.163
H -3.114 0.798 -2.067
H -4.952 -0.667 -1.299
H -5.888 -2.168 0.464
H -4.411 -2.849 2.361
H -2.048 -2.102 2.366
N -2.440 5.471 1.643
C -2.196 4.258 2.096
C -1.631 3.241 1.254
N -1.373 2.028 1.720
C -1.685 1.812 2.997
C -2.240 2.825 3.835
N -2.493 4.021 3.400
H -2.241 5.758 0.692
H -2.832 6.161 2.281
H -1.381 3.460 0.221
H -1.506 0.826 3.407
H -2.459 2.601 4.873

Force components x, y, z for each atom (eV/Å):
0.5 -0.4 -0.1
0.0 0.0 0.0
0.0 0.0 0.0
0.0 0.0 0.0
0.0 0.0 0.0
-0.2 0.1 0.0
0.0 0.1 0.1
-0.2 0.0 -0.1
-0.1 0.1 0.0
0.0 0.0 0.0
0.0 0.0 0.0
0.0 0.0 0.0
0.0 0.0 -0.1
0.0 0.1 0.1
0.0 -0.1 -0.1
0.0 0.0 0.0
0.0 0.0 -0.1
0.0 0.0 0.0
0.0 0.0 0.0
0.0 0.0 0.0
0.0 0.0 0.0
0.0 0.0 0.0
0.0 0.0 0.0
0.0 0.0 0.0
0.0 0.0 0.0
0.0 0.0 0.0
0.0 0.0 0.0
0.0 0.0 0.0
0.0 0.0 0.0
0.0 0.0 0.0
0.0 0.0 0.0
0.0 0.0 0.0
0.0 0.0 0.0
0.0 0.0 0.0
0.0 0.0 0.0
0.0 0.0 0.0
0.0 0.0 0.0
0.0 0.0 0.0
0.0 0.0 0.0
-0.1 0.1 0.0
0.0 0.0 0.0
0.0 0.0 0.0
0.0 0.0 0.0
0.0 0.0 0.0
0.0 0.1 0.1
0.3 -0.4 -0.2
-0.2 0.1 0.1
-0.1 0.1 0.1
0.0 0.0 0.0
0.1 0.0 -0.1
0.0 0.0 -0.1
0.1 0.0 0.1
0.0 0.1 0.0
-0.2 -0.1 0.1
0.0 0.1 0.0
-0.1 -0.1 0.0
0.1 0.0 0.1
0.0 0.0 0.0
0.1 0.0 0.0
-0.1 0.0 0.0
-0.1 0.0 0.0
-0.1 0.0 0.0
0.0 0.0 0.0
0.0 0.0 0.0
0.0 0.0 0.0
0.0 0.0 0.0
0.0 0.0 0.0
0.0 0.0 0.0
0.0 0.0 0.0
0.0 0.0 0.0
0.0 0.0 0.0
0.0 -0.1 0.1
-0.1 0.1 0.1
0.2 -0.2 -0.1
-0.1 0.1 -0.1
0.0 0.0 0.0
-0.1 0.1 0.1
0.0 0.0 0.0
0.0 0.0 0.0
0.0 0.0 0.0
0.0 0.0 0.0
0.0 0.0 0.0
0.0 0.0 0.0

**HOMO level (spin up / spin down)**: -16.7979 / -16.7978 eV
**Multiplicity**: 2
**E_LUMO (spin up / spin down)**: -9.482 / -12.407 eV
**Total energy**: -125638.9776 eV
**Charge**: +3
**<S²>**: 0.784